No. 1
Molecular formula: C31H29NO3P2RhS
Method: DFT, ωB97M-V with the def2-TZVPD basis set

Each line ends with the Mulliken charge.
Positions of all 68 atoms, in Å:
Rh -1.365738 0.022959 -0.897108  0.07
S -1.842177 -1.665372 -2.880929  1.26
P 0.055400 -2.610574 1.822190  -0.41
P -0.639489 2.187334 -1.572550  1.94
O -0.664593 -0.790217 -3.079646  -0.59
O -2.941801 -0.820502 -2.337261  -0.69
O -1.559963 -2.798237 -2.030187  -0.64
N 0.712838 -0.387368 -0.711080  2.02
C 0.797566 -2.801498 0.108401  -0.82
C -1.666284 -0.322401 1.462758  -0.78
C -2.461276 2.383228 -5.222471  -0.68
C -2.892125 0.239867 1.050560  -0.47
C -3.897191 -0.571617 0.521307  -0.60
C -1.691431 3.938607 0.299520  -0.33
C 0.455249 4.580001 -0.581479  -0.60
C 1.324476 -1.599445 -0.562371  0.29
C -1.445640 -1.701768 1.313997  1.04
C 1.123995 -1.447804 2.739733  0.50
C 1.148195 1.793446 -1.843273  -1.35
C -1.732841 5.100558 1.052575  -0.73
C -1.298341 2.813609 -3.153965  -0.06
C 1.458950 0.370843 -1.554106  -0.01
C -2.332438 3.717321 -5.576065  -0.57
C -2.357848 -2.233114 -4.483598  -1.16
C 2.599745 -0.344230 -1.931674  -1.23
C 1.595394 -1.967611 3.948108  -0.74
C 2.447636 -1.231096 4.755372  -0.61
C -1.956080 1.933494 -4.013456  -0.12
C -0.597668 3.668471 -0.520710  0.56
C 2.375528 0.566167 3.165929  -1.07
C -1.197581 4.161837 -3.499855  -0.51
C -0.681186 6.002471 0.992736  -0.52
C -3.686815 -1.934913 0.398260  -0.67
C 1.526866 -0.168393 2.352475  0.59
C -2.471875 -2.491677 0.783424  -0.41
C -1.705719 4.601718 -4.710580  -0.74
C 2.837805 0.040922 4.364102  -0.49
C 0.408722 5.740497 0.172941  -0.78
C 2.542326 -1.560821 -1.266235  -1.28
H 2.686858 1.557705 2.860703  0.46
H -3.098905 1.282026 1.256426  0.62
H -2.971013 -3.121384 -4.362587  0.40
H -0.950611 0.282268 2.004479  0.42
H -2.517102 3.236598 0.334913  0.32
H 1.583677 -3.550145 0.184549  0.61
H 3.502021 0.620010 4.991924  0.40
H -0.708445 6.908230 1.583062  0.42
H -1.452588 -2.449996 -5.045712  0.37
H -2.067869 0.902299 -3.729160  0.48
H 1.719471 2.413243 -1.146089  0.48
H -2.969410 1.693572 -5.883527  0.42
H -2.735081 4.070536 -6.515954  0.41
H 3.379127 0.023224 -2.580552  0.57
H -0.023856 -3.221134 -0.474126  0.17
H -2.586418 5.306315 1.684697  0.43
H 1.198300 0.251834 1.412820  0.09
H -2.918857 -1.425309 -4.947038  0.31
H 1.227127 6.445824 0.117422  0.44
H 1.438642 2.055877 -2.860068  0.59
H -4.837001 -0.136265 0.211281  0.47
H 1.285548 -2.960740 4.251137  0.37
H 1.302138 4.408213 -1.232809  0.46
H -4.469073 -2.566425 0.000653  0.45
H -1.612461 5.646591 -4.975283  0.42
H 3.247614 -2.375354 -1.301748  0.55
H 2.810456 -1.645674 5.686467  0.41
H -2.311549 -3.558154 0.685764  0.46
H -0.725177 4.875114 -2.840847  0.38

Cartesian forces, eV/Å:
Rh 3.094 -0.514 -0.208
S -0.837 -1.044 -0.497
P 0.225 -0.130 -0.104
P 0.911 -0.340 -0.205
O -0.313 0.834 0.770
O -0.381 -0.035 -0.204
O -0.003 -0.006 -0.237
N -1.659 0.980 0.052
C -0.478 0.138 0.353
C 0.036 0.626 -0.372
C -0.023 0.017 -0.014
C -0.016 0.315 -0.063
C -0.254 -0.111 -0.034
C -0.009 -0.061 -0.073
C 0.082 -0.100 -0.089
C 0.910 -0.407 -0.296
C 0.168 -0.391 -0.074
C -0.155 -0.097 -0.058
C -0.115 0.039 0.401
C -0.079 0.029 0.069
C -0.558 -0.503 0.210
C 0.847 -0.305 -0.641
C -0.032 -0.048 0.025
C 0.214 0.268 0.333
C -0.573 0.952 -0.011
C -0.062 0.014 -0.032
C 0.079 0.080 0.033
C 0.092 0.053 0.007
C -0.516 -0.480 0.383
C 0.017 0.115 -0.030
C 0.103 0.014 0.089
C 0.045 -0.069 -0.041
C -0.161 0.271 0.008
C 0.088 0.045 0.077
C 0.263 0.252 -0.028
C 0.071 0.065 -0.033
C -0.032 -0.088 0.030
C -0.023 0.075 0.035
C -0.910 -0.379 0.703
H -0.009 -0.011 -0.014
H 0.060 0.001 -0.023
H -0.005 0.017 0.041
H 0.020 0.026 -0.077
H -0.013 0.076 0.018
H 0.019 0.005 -0.027
H 0.004 0.008 -0.010
H -0.007 0.003 -0.005
H -0.027 -0.086 -0.039
H -0.062 -0.031 -0.032
H -0.069 0.136 -0.139
H 0.011 -0.004 0.008
H 0.014 0.011 0.001
H 0.055 0.032 0.085
H 0.008 -0.223 0.006
H 0.003 -0.023 -0.001
H 0.047 -0.023 0.033
H 0.019 -0.031 -0.071
H -0.002 -0.009 -0.009
H -0.116 0.056 -0.032
H 0.007 0.009 0.024
H 0.017 0.007 0.018
H 0.016 0.009 0.043
H 0.025 -0.007 -0.039
H -0.005 -0.006 0.007
H -0.013 -0.010 -0.018
H -0.023 -0.023 -0.005
H -0.027 -0.002 -0.029
H -0.006 0.017 0.049

Summary:
LUMO level (alpha / beta): -5.47 / -5.56 eV
HOMO (alpha / beta): -10.0 / -9.9 eV
Total charge: +1

No. 2
Molecular formula: C31H30B2F2MnN6OPS
Method: DFT, ωB97M-V with the def2-TZVPD basis set

Each line ends with the Mulliken spin population.
Positions of all 75 atoms, in Å:
Mn -0.080158 0.459515 0.625411  1.15
S -2.253018 -0.252780 1.643766  0.01
P -1.317627 0.864852 -1.519565  -0.05
F 0.102028 -2.695601 -1.609838  0.00
F 1.103282 -2.690418 0.426406  0.00
O 1.716343 0.259504 0.050014  0.01
N -1.547939 -2.769853 1.274480  0.00
N 0.183217 2.857124 2.482428  -0.01
N -0.500669 2.371066 1.431046  0.02
N 1.564335 0.886110 3.175351  -0.01
N 0.759614 0.020643 2.540529  -0.01
N -2.464095 -2.237329 3.362043  -0.01
C 2.058453 -1.113222 3.977500  0.00
C -2.449180 -0.457210 -2.088400  0.01
C -2.292732 -3.497283 3.832312  0.00
C -4.518823 -1.675494 -1.800331  0.00
C 1.053222 -1.189529 3.010214  -0.01
C -1.745415 -4.420032 3.002437  -0.01
C -3.032962 -2.255876 -3.590672  0.00
C 0.029054 0.818200 -2.721409  0.01
C 2.302506 0.126359 -2.991244  0.01
C 1.132458 0.134316 -2.226254  -0.01
C 2.340658 0.741722 -4.229125  0.00
C 1.098056 -0.506687 -0.877980  -0.06
C -3.394806 4.825166 -2.734735  0.00
C -0.564060 3.739410 3.152946  0.01
C -2.706163 -3.743631 5.245609  0.00
C -0.751244 -4.950499 0.725352  0.00
C -1.696708 2.963270 1.452007  -0.01
C -2.106014 4.790903 -2.215073  0.00
C -4.217206 -2.466628 -2.900766  0.00
C -3.498444 2.422839 -2.596704  0.00
C 1.210403 1.385798 -4.732995  0.00
C -3.638437 -0.684359 -1.395651  0.00
C -2.156400 -1.257072 -3.189237  0.00
C -4.087741 3.639740 -2.921466  0.00
C -1.791204 3.850973 2.522466  0.00
C -2.208980 2.376931 -2.076944  -0.01
C 2.352165 0.237296 4.041002  0.00
C -1.524443 3.580080 -1.882282  0.00
C 0.054245 1.430355 -3.975513  0.01
C -2.070415 -1.840015 2.100839  -0.02
C -1.379975 -3.996682 1.688964  0.00
B 0.746895 -1.942418 -0.659457  -0.01
B 1.629938 2.395678 2.797842  0.00
H 2.515416 -1.916228 4.530136  0.00
H -0.822528 1.949632 -4.346137  0.00
H 3.253650 0.723124 -4.813479  0.00
H -1.589007 -5.436749 3.329973  0.00
H -4.899812 -3.247654 -3.213971  0.00
H -2.780560 -2.876642 -4.441632  0.00
H 1.241542 1.859194 -5.707214  0.00
H -2.429456 2.728939 0.696297  0.00
H -4.048753 1.505425 -2.761508  0.00
H -0.158981 4.237551 4.017641  0.00
H -2.045054 -3.206467 5.928285  0.00
H -5.438229 -1.834986 -1.249449  0.00
H -3.880963 -0.082039 -0.530263  0.00
H 3.058386 0.784003 4.643468  0.00
H 3.176452 -0.372671 -2.590164  0.00
H 0.328089 -4.786516 0.737161  0.00
H -1.224959 -1.115847 -3.721377  0.00
H -0.962456 -5.988335 0.983884  0.00
H -5.092476 3.655844 -3.326988  0.00
H -2.654530 -4.805143 5.475271  0.00
H -3.725180 -3.393663 5.418056  0.00
H -1.082195 -4.720288 -0.285266  0.00
H 2.003942 3.014423 3.770741  0.00
H -2.805610 -1.502907 3.964927  0.00
H -3.855375 5.772265 -2.987995  0.00
H -2.620186 4.482886 2.790105  0.00
H -0.528084 3.557924 -1.452746  0.00
H 0.565089 -2.053649 2.591260  0.00
H 2.334285 2.550655 1.834599  0.00
H -1.557271 5.710887 -2.056041  0.00

Cartesian forces, eV/Å:
Mn -0.796 0.188 -0.570
S -0.067 0.231 0.529
P 0.345 -0.134 0.172
F -0.006 -0.028 -0.005
F 0.251 -0.016 -0.020
O 0.216 0.405 0.111
N -0.087 -0.225 -0.049
N 0.029 -0.012 0.017
N -0.083 -0.188 0.395
N -0.015 0.010 0.050
N 0.302 -0.230 -0.312
N 0.067 -0.044 -0.026
C -0.035 -0.031 0.013
C -0.075 0.017 0.008
C -0.015 0.061 0.029
C -0.009 -0.021 0.001
C -0.138 0.011 0.084
C 0.026 0.031 -0.011
C -0.006 -0.013 0.001
C -0.079 0.062 -0.062
C -0.005 -0.055 -0.007
C -0.013 -0.195 -0.098
C 0.026 -0.012 0.012
C 0.282 -0.355 0.169
C -0.017 0.001 -0.008
C 0.050 0.070 -0.031
C 0.011 -0.043 0.017
C -0.047 -0.091 0.051
C 0.067 0.032 -0.169
C 0.017 0.006 -0.002
C 0.003 -0.009 -0.006
C 0.032 -0.018 -0.039
C -0.021 0.012 -0.012
C -0.051 0.019 -0.040
C 0.025 -0.020 0.060
C -0.015 0.027 -0.022
C -0.013 0.043 0.008
C -0.040 0.067 0.106
C -0.080 0.054 0.049
C -0.009 0.005 0.015
C 0.017 0.014 -0.014
C -0.018 0.113 -0.324
C 0.049 -0.077 -0.037
B -0.083 0.284 -0.066
B 0.006 0.012 -0.026
H -0.003 -0.008 0.004
H 0.002 0.003 -0.002
H 0.000 0.000 -0.003
H 0.006 0.000 0.009
H 0.001 -0.001 -0.001
H -0.005 -0.002 -0.003
H 0.001 0.003 0.000
H -0.012 -0.023 0.013
H 0.002 -0.011 0.011
H -0.009 0.003 0.006
H 0.003 0.007 -0.007
H -0.001 0.000 -0.002
H 0.006 0.007 -0.008
H 0.002 0.004 0.000
H 0.006 -0.004 -0.014
H -0.035 -0.015 0.018
H -0.009 0.005 -0.001
H -0.038 0.003 -0.009
H -0.001 0.004 0.000
H 0.001 0.006 0.013
H -0.005 -0.009 -0.007
H 0.004 0.008 -0.010
H 0.039 0.008 0.048
H -0.002 0.019 -0.006
H -0.003 0.001 0.001
H -0.007 0.000 0.001
H -0.003 -0.009 0.007
H 0.072 0.005 0.039
H -0.009 0.030 -0.037
H -0.002 0.006 -0.002

Summary:
<S²>: 0.828
2S+1: 2
LUMO level (alpha / beta): 2.15 / 2.15 eV
HOMO (alpha / beta): -3.0 / -2.6 eV
Total charge: -1

| no. | maximum force (eV/A) | E_tot (eV) |
| --- | --- | --- |
| 1 | 3.14 | -72663.3258 |
| 2 | 1.00 | -101859.5968 |